C38H37CsN10O7Se2 | wB97M-V/def2-TZVPD

Properties
**Energy relative to the best compared isomer or geometry (same formula, charge and spin)**: 12.53 kcal per mole
**Orbital gap**: 3.887 eV
**Total charge**: -2
**E_HOMO**: -0.0455 Ha
**LUMO energy**: 2.6 eV

Cartesian coordinates (Å):
Cs: -0.53 -0.23 0.87
N: 2.67 0.93 -0.98
C: 1.62 0.63 -1.96
C: 1.04 1.89 -2.67
O: 1.68 2.95 -2.42
N: -0.03 1.83 -3.44
C: -0.72 0.58 -3.65
C: -1.98 0.46 -2.78
O: -3.11 0.63 -3.28
O: -1.79 0.19 -1.56
H: 2.25 1.63 -0.36
H: 3.32 1.52 -1.50
H: 0.81 0.09 -1.47
H: 2.03 -0.07 -2.70
H: -0.11 -0.32 -3.47
H: -1.05 0.55 -4.69
O: -1.43 8.38 2.79
N: -2.03 7.42 2.33
O: -3.21 7.45 2.04
C: -1.30 6.15 2.17
C: -0.15 6.07 2.87
C: 0.63 4.88 2.84
C: 1.87 4.77 3.51
C: 2.57 3.60 3.42
C: 2.03 2.55 2.65
N: 0.88 2.62 2.03
C: 0.18 3.77 2.11
C: -1.07 3.87 1.36
N: -1.43 2.79 0.66
C: -2.46 2.87 -0.16
C: -3.21 4.04 -0.29
C: -2.91 5.14 0.47
C: -1.80 5.08 1.34
H: 0.18 6.91 3.46
H: 2.24 5.61 4.09
H: 3.53 3.47 3.91
H: 2.56 1.61 2.56
H: -2.64 1.99 -0.77
H: -4.03 4.07 -1.00
H: -3.49 6.04 0.39
O: -0.20 -3.10 1.87
N: -0.99 -3.13 2.85
N: -0.92 -2.13 3.67
O: -0.11 -1.10 3.59
C: -1.85 -2.16 4.74
C: -2.60 -3.30 5.04
C: -3.49 -3.27 6.10
C: -3.64 -2.13 6.88
C: -2.88 -1.01 6.58
C: -1.98 -1.02 5.52
H: -2.48 -4.19 4.44
H: -4.07 -4.16 6.33
H: -4.34 -2.11 7.70
H: -2.99 -0.11 7.17
H: -1.37 -0.16 5.27
C: 0.71 -3.10 -1.62
Se: 2.49 -3.88 -1.71
C: 2.95 -3.70 0.18
C: 3.84 -2.49 0.52
Se: 3.02 -1.26 1.78
C: 2.76 -2.53 3.23
H: 0.07 -3.70 -0.97
H: 0.31 -3.09 -2.63
H: 0.75 -2.08 -1.26
H: 3.45 -4.63 0.46
H: 2.00 -3.67 0.72
H: 4.04 -1.88 -0.36
H: 4.79 -2.82 0.94
H: 2.24 -1.99 4.01
H: 3.72 -2.90 3.59
H: 2.12 -3.34 2.90
N: -6.59 -2.22 -2.84
C: -7.56 -2.92 -3.53
C: -8.11 -2.76 -4.79
C: -9.09 -3.66 -5.16
C: -9.50 -4.69 -4.30
C: -8.95 -4.84 -3.05
C: -7.96 -3.94 -2.65
N: -7.23 -3.88 -1.48
C: -6.44 -2.85 -1.63
C: -5.44 -2.37 -0.68
C: -4.82 -3.24 0.22
C: -3.76 -2.77 0.97
N: -3.30 -1.52 0.88
C: -3.94 -0.68 0.08
C: -5.01 -1.05 -0.71
H: -5.99 -1.50 -3.20
H: -7.78 -1.97 -5.46
H: -9.54 -3.58 -6.14
H: -10.27 -5.37 -4.63
H: -9.26 -5.63 -2.38
H: -5.14 -4.28 0.28
H: -3.21 -3.42 1.64
H: -3.54 0.32 -0.01
H: -5.43 -0.32 -1.39

Here are the Löwdin charges for atoms 1 to 5, given in e: 1.111 -0.012 -0.244 -0.604 -0.135

C4H7NOS | wB97M-V/def2-TZVPD

Properties
**Energy relative to the best compared isomer or geometry (same formula, charge and spin)**: 29.65 kcal per mole
**SMILES string**: C=C(SC)C(N)=O
**Orbital gap**: 9.314 eV
**E_HOMO**: -0.3306 Ha
**LUMO energy**: 0.3 eV

Cartesian coordinates (Å):
C: -0.70 2.22 0.09
C: -0.51 0.92 -0.31
S: 1.17 0.59 -0.69
C: 1.47 -0.56 0.71
C: -1.57 -0.16 -0.26
N: -1.34 -1.25 -1.11
O: -2.55 -0.10 0.46
H: 0.08 2.92 -0.03
H: -1.67 2.58 0.00
H: 2.36 -1.06 0.66
H: 0.48 -1.04 0.87
H: 1.65 -0.08 1.63
H: -0.49 -1.41 -1.69
H: -2.01 -2.06 -1.13

Here are the Löwdin charges for atoms 1 to 5, given in e: 0.037 -0.549 0.857 -0.350 -0.557

C25H19BrN3O6S | wB97M-V/def2-TZVPD

Properties
**Orbital gap**: 4.644 eV
**Total charge**: -1
**E_HOMO**: -0.1183 Ha
**LUMO energy**: 1.4 eV

Cartesian coordinates (Å):
C: -4.75 -0.42 -2.42
C: -3.82 -1.59 -2.41
O: -2.50 -1.14 -1.94
C: -1.67 -2.20 -1.97
O: -2.04 -3.33 -2.26
N: -0.36 -1.85 -1.65
C: 0.72 -2.72 -1.90
C: 0.66 -3.99 -2.45
C: 1.86 -4.57 -2.88
C: 3.08 -3.90 -2.67
C: 3.11 -2.63 -2.07
Br: 4.75 -1.82 -1.57
C: 1.92 -1.99 -1.77
C: 1.50 -0.62 -1.40
N: 2.21 0.59 -1.62
O: 3.22 0.60 -2.34
O: 1.72 1.64 -1.12
C: 0.14 -0.60 -1.28
H: -5.75 -0.79 -2.67
H: -4.79 0.07 -1.45
H: -4.47 0.30 -3.20
H: -4.16 -2.39 -1.74
H: -3.69 -2.01 -3.42
H: -0.30 -4.47 -2.55
H: 1.85 -5.54 -3.38
H: 4.02 -4.36 -2.98
H: -0.51 0.24 -1.11
C: -4.64 1.47 1.41
C: -3.82 1.73 0.31
C: -2.48 2.07 0.50
C: -1.97 2.17 1.80
S: -0.33 2.86 2.05
C: 0.74 1.70 1.39
C: 2.05 1.58 1.89
C: 2.75 0.33 1.89
C: 4.01 0.24 2.46
C: 4.64 1.38 2.98
C: 5.95 1.33 3.56
N: 7.00 1.36 4.08
C: 3.97 2.61 2.97
C: 2.70 2.72 2.45
O: -0.36 4.09 1.28
O: -0.16 2.90 3.48
C: -2.77 1.87 2.90
C: -4.11 1.53 2.71
H: -5.69 1.22 1.27
H: -4.22 1.71 -0.70
H: -1.84 2.31 -0.35
H: 0.34 1.08 0.60
H: 2.22 -0.52 1.47
H: 4.51 -0.73 2.50
H: 4.45 3.50 3.39
H: 2.22 3.70 2.45
H: -2.35 1.95 3.90
H: -4.74 1.32 3.57

Here are the Löwdin charges for atoms 1 to 5, given in e: -0.066 -0.204 0.031 -0.449 0.091

C7H12N4O | wB97M-V/def2-TZVPD

Properties
**Energy relative to the best compared isomer or geometry (same formula, charge and spin)**: 87.18 kcal per mole
**SMILES string**: O=c1[nH]nn[nH]1.C=CCCC=C
**Orbital gap**: 9.612 eV
**E_HOMO**: -0.3258 Ha
**LUMO energy**: 0.7 eV

Cartesian coordinates (Å):
O: -1.86 0.47 -0.79
C: -2.91 0.33 -0.24
N: -3.39 -0.60 0.68
N: -4.67 -0.90 0.28
N: -5.11 0.09 -0.37
N: -4.09 0.92 -0.42
H: -2.89 -1.44 0.90
H: -4.18 1.83 -0.82
C: 2.34 -1.76 -1.22
C: 2.33 -1.26 0.01
C: 1.03 -1.04 0.75
C: 0.92 0.48 0.91
C: 1.69 1.11 -0.18
C: 2.63 2.06 -0.01
H: 1.44 -2.19 -1.62
H: 3.27 -1.76 -1.77
H: 3.25 -0.84 0.44
H: 1.10 -1.51 1.73
H: 0.18 -1.49 0.20
H: -0.14 0.81 0.93
H: 1.36 0.80 1.87
H: 1.50 0.81 -1.22
H: 2.88 2.71 -0.86
H: 3.31 2.36 0.83

Here are the Löwdin charges for atoms 1 to 5, given in e: 0.112 -0.548 0.087 0.005 0.022

C27H30N7NaPSbSe5 | wB97M-V/def2-TZVPD

Properties
**Energy relative to the best compared isomer or geometry (same formula, charge and spin)**: 0.00 kcal per mole
**Orbital gap**: 3.746 eV
**Total charge**: -2
**E_HOMO**: -0.0343 Ha
**LUMO energy**: 2.8 eV

Cartesian coordinates (Å):
Na: -1.08 -0.66 -0.37
C: -2.67 1.36 -3.48
C: -2.77 2.63 -2.94
C: -3.46 2.82 -1.75
C: -4.05 1.75 -1.11
C: -3.96 0.48 -1.65
C: -3.27 0.28 -2.83
H: -2.14 1.21 -4.41
H: -2.30 3.47 -3.44
H: -3.53 3.82 -1.33
H: -4.60 1.90 -0.19
H: -4.44 -0.36 -1.16
H: -3.21 -0.71 -3.26
N: 2.58 -1.12 -0.41
C: 2.93 -2.44 -0.61
C: 4.03 -2.99 0.01
C: 4.42 -4.31 -0.24
C: 3.68 -5.12 -1.06
C: 2.52 -4.62 -1.67
C: 1.62 -5.44 -2.40
C: 0.49 -4.89 -2.94
C: 0.29 -3.51 -2.80
N: 1.09 -2.73 -2.12
C: 2.16 -3.26 -1.50
H: 2.82 -0.78 0.51
H: 1.62 -0.91 -0.65
H: 4.60 -2.39 0.71
H: 5.29 -4.70 0.27
H: 3.96 -6.16 -1.22
H: 1.83 -6.49 -2.49
H: -0.26 -5.49 -3.43
H: -0.58 -3.04 -3.25
Se: -3.36 -5.85 1.34
Sb: -2.75 -3.63 0.47
Se: -3.08 -3.44 -1.99
Se: -0.29 -3.06 0.86
Se: -3.94 -1.73 1.59
C: 1.24 1.18 4.71
N: 0.16 0.23 4.55
C: -1.11 0.92 4.73
N: -1.27 2.06 3.84
C: -0.14 2.96 4.00
N: 1.16 2.34 3.82
C: 1.35 1.93 2.43
P: 0.08 0.71 1.80
C: 0.21 -0.44 3.26
C: -1.41 1.62 2.46
H: 2.20 0.67 4.54
H: 1.22 1.56 5.74
H: -1.15 1.29 5.77
H: -1.92 0.22 4.56
H: -0.17 3.37 5.02
H: -0.24 3.79 3.28
H: 2.35 1.47 2.34
H: 1.34 2.83 1.80
H: 1.15 -1.00 3.18
H: -0.61 -1.15 3.18
H: -2.27 0.94 2.39
H: -1.62 2.50 1.84
Se: 0.51 -0.06 -3.13
N: -0.10 0.80 -1.73
C: 0.27 2.09 -1.85
C: -0.09 3.12 -0.96
C: 0.38 4.39 -1.19
C: 1.22 4.67 -2.29
C: 1.57 3.69 -3.18
C: 1.08 2.39 -3.00
N: 1.29 1.35 -3.82
H: -0.75 2.89 -0.14
H: 0.10 5.19 -0.52
H: 1.58 5.68 -2.42
H: 2.19 3.91 -4.04

Here are the Löwdin charges for atoms 1 to 5, given in e: -0.133 -0.134 -0.127 -0.118 -0.086

C3H2Br2Cl2 | wB97M-V/def2-TZVPD

Properties
**Energy relative to the best compared isomer or geometry (same formula, charge and spin)**: 73.46 kcal per mole
**Orbital gap**: 7.753 eV
**E_HOMO**: -0.3255 Ha
**LUMO energy**: -1.1 eV

Cartesian coordinates (Å):
C: -1.46 1.20 -0.24
C: -1.07 -0.10 -0.27
C: 2.10 -0.51 0.88
Cl: -1.74 -1.34 0.68
Cl: 0.15 -0.72 -1.34
Br: 3.01 0.22 -0.57
Br: 2.28 -2.28 1.25
H: -1.94 1.64 0.60
H: -1.33 1.88 -1.00

Here are the Löwdin charges for atoms 1 to 5, given in e: -0.051 -1.195 -1.165 0.635 0.551

C38H65N11NbO2S | wB97M-V/def2-TZVPD

Properties
**Energy relative to the best compared isomer or geometry (same formula, charge and spin)**: 305.35 kcal per mole
**Orbital gap**: 6.566 eV
**Total charge**: -1
**E_HOMO**: -0.1738 Ha
**LUMO energy**: 1.8 eV

Cartesian coordinates (Å):
C: 3.21 4.09 0.78
C: 1.88 3.21 0.37
C: 2.27 1.65 0.73
N: 1.13 0.70 0.52
Nb: 1.75 -1.27 -0.07
C: -0.41 -1.81 -0.47
C: -0.99 -3.11 0.34
C: -2.59 -3.30 -0.05
C: -3.39 -2.28 0.94
C: -4.94 -2.76 1.23
C: -5.85 -1.40 0.95
C: -6.00 -1.31 -0.67
C: -6.32 0.24 -1.04
C: -5.45 0.77 -2.32
O: -5.19 -0.25 -3.33
C: -3.76 -0.59 -3.38
C: 2.60 -3.21 -0.90
O: 3.80 -3.02 -1.77
C: 4.44 -4.34 -1.76
C: 5.43 -4.58 -3.04
N: 2.06 -0.42 -2.06
C: 1.52 -1.16 -3.01
S: 1.32 -2.30 -4.27
C: 1.55 -2.09 2.06
C: 1.34 -1.04 3.28
C: 1.14 -1.79 4.67
C: 1.20 -3.34 4.91
N: 1.41 -4.24 3.79
C: 1.56 -3.61 2.50
H: 3.59 4.76 -0.09
H: 4.10 3.36 1.01
H: 3.04 4.69 1.76
H: 0.93 3.54 0.94
H: 1.78 3.33 -0.79
H: 2.76 1.57 1.79
H: 3.10 1.37 -0.04
H: 0.43 0.71 1.28
H: 3.49 -0.77 0.30
H: -0.71 -1.96 -1.57
H: -1.05 -0.91 -0.09
H: -0.99 -3.01 1.48
H: -0.36 -4.03 0.03
H: -2.80 -3.14 -1.17
H: -2.86 -4.37 0.33
H: -2.91 -2.16 1.98
H: -3.35 -1.23 0.43
H: -5.08 -3.00 2.37
H: -5.25 -3.66 0.57
H: -5.18 -0.52 1.32
H: -6.85 -1.41 1.52
H: -5.04 -1.70 -1.20
H: -6.84 -2.06 -0.96
H: -7.46 0.30 -1.29
H: -6.09 0.88 -0.09
H: -6.12 1.59 -2.83
H: -4.49 1.28 -1.91
H: -3.69 -1.73 -3.62
H: -3.19 0.06 -4.17
H: -3.23 -0.46 -2.35
H: 2.96 -3.97 -0.09
H: 1.80 -3.67 -1.62
H: 3.64 -5.19 -1.82
H: 5.06 -4.46 -0.77
H: 6.46 -4.07 -2.84
H: 4.92 -4.20 -4.01
H: 5.58 -5.74 -3.11
H: 1.31 0.10 3.15
H: 0.94 -1.13 5.62
H: 1.05 -3.82 5.96
H: 1.68 -4.37 1.61
C: -3.81 4.79 -2.59
C: -4.61 4.14 -1.49
N: -5.26 3.63 -0.60
H: -2.75 4.82 -2.31
H: -3.92 4.21 -3.51
H: -4.16 5.81 -2.76
C: 4.18 4.79 -3.99
C: 3.32 5.35 -2.89
N: 2.63 5.80 -2.01
H: 3.83 5.15 -4.96
H: 5.22 5.12 -3.85
H: 4.15 3.70 -3.97
C: 0.51 7.23 0.68
C: -0.91 7.03 1.13
N: -2.05 6.86 1.49
H: 0.65 8.27 0.36
H: 1.20 7.02 1.51
H: 0.74 6.57 -0.15
C: 7.65 -2.81 1.32
C: 8.13 -3.59 0.11
N: 8.50 -4.20 -0.85
H: 6.79 -2.20 1.05
H: 7.36 -3.50 2.11
H: 8.45 -2.17 1.68
C: -8.20 -0.92 5.06
C: -8.52 -1.51 3.71
N: -8.77 -1.98 2.63
H: -7.42 -1.50 5.54
H: -7.86 0.11 4.94
H: -9.09 -0.93 5.69
C: 5.20 4.91 4.30
C: 5.65 4.12 3.10
N: 6.03 3.47 2.11
H: 4.34 5.53 4.03
H: 4.90 4.23 5.10
H: 6.01 5.55 4.65
C: 8.73 3.10 -1.41
C: 7.71 3.06 -0.31
N: 6.88 3.03 0.59
H: 9.12 2.10 -1.60
H: 8.28 3.48 -2.33
H: 9.56 3.75 -1.13
C: -8.43 -5.04 -3.01
C: -7.27 -4.77 -2.08
N: -6.35 -4.56 -1.34
H: -8.06 -5.37 -3.98
H: -9.07 -5.81 -2.58
H: -9.01 -4.12 -3.15

Here are the Löwdin charges for atoms 1 to 5, given in e: -0.160 -0.228 -0.390 -0.269 1.639

| no. | energy (eV) |
| --- | --- |
| 1 | -200478.1046 |
| 2 | -18633.2637 |
| 3 | -123863.4634 |
| 4 | -15457.3307 |
| 5 | -385894.9168 |
| 6 | -168268.6375 |
| 7 | -73310.2311 |